This record from OMol25 describes a single C4H2ClNO molecule in a non-equilibrium geometry. The level of theory is ωB97M-V/def2-TZVPD.

**E_HOMO (spin up / spin down)**: -9.20 / -9.11 eV

Each line ends with the Mulliken charge.
Element x y z (Å)
H (1.5520, -1.9110, -1.4153)  0.21
C (0.9764, -1.8905, -0.3603)  -0.01
C (0.1893, -0.7469, -0.2403)  0.54
O (0.9175, -2.8460, 0.3752)  -0.38
H (-1.9298, 1.6456, 0.3584)  0.32
Cl (-3.7641, -0.7161, -0.0529)  -0.14
C (-2.0744, -0.5500, -0.2493)  -0.24
N (-0.0963, 0.4072, 0.0301)  -0.34
C (-1.4223, 0.6468, 0.0350)  0.03

=====

This record from OMol25 describes a single C4H2ClNO molecule in a non-equilibrium geometry. The level of theory is ωB97M-V/def2-TZVPD.

**E_HOMO**: -10.00 eV
**Structure (SMILES)**: O=C1C=NC=C1Cl

Each line ends with the Mulliken charge.
Element x y z (Å)
O (-0.1577, 2.2520, 0.0719)  -0.47
Cl (-2.7667, 0.0709, -0.0299)  -0.17
H (2.3490, 0.7613, 0.2196)  0.28
H (-0.6557, -2.1601, 0.1292)  0.48
C (-0.2756, -1.1995, 0.0057)  -0.36
C (-0.9954, -0.0434, -0.0918)  0.19
C (-0.0147, 1.0802, -0.1683)  0.57
C (1.3081, 0.2249, -0.1638)  -0.17
N (1.2086, -0.9862, 0.0273)  -0.36

=====

This record from OMol25 describes a single C4H2ClNOS molecule. The level of theory is ωB97M-V/def2-TZVPD.

**E_HOMO**: -9.02 eV
**Structure (SMILES)**: S=c1cnoc(Cl)c1

Each line ends with the Mulliken charge.
Element x y z (Å)
C (0.0278, 0.9413, -0.5721)  0.22
N (1.5824, -0.4631, 0.7029)  -0.36
S (-0.1640, 2.3229, -1.4415)  -0.28
O (0.5466, -1.3409, 0.9517)  -0.16
C (-0.9990, -0.0116, -0.2646)  -0.39
Cl (-1.7828, -2.3065, 0.9074)  -0.13
H (2.1551, 1.2297, -0.1277)  0.46
H (-2.0072, 0.1320, -0.6334)  0.38
C (-0.6785, -1.0764, 0.4748)  0.46
C (1.3197, 0.5727, 0.0025)  -0.19

=====

This record from OMol25 describes 2 unconnected molecules or ions with the total composition C4H2ClP in a non-equilibrium geometry. The level of theory is ωB97M-V/def2-TZVPD.

**E_HOMO (spin up / spin down)**: -8.93 / -8.94 eV

Each line ends with the Mulliken charge.
Element x y z (Å)
C (1.8303, 1.6608, 0.1772)  -0.21
C (-0.8740, -1.1466, 0.1704)  -0.31
P (-1.8935, 0.0690, 0.8782)  0.26
C (0.6889, 2.0282, -0.0254)  -0.66
H (2.7770, 1.6003, 0.4158)  0.44
Cl (-2.8099, 0.5486, -0.9050)  -0.09
C (-0.2737, -2.1476, -0.1139)  0.24
H (0.5550, -2.6127, -0.5973)  0.34

=====

This record from OMol25 describes a molecular structure, C4H2EuO6 in a non-equilibrium geometry. The level of theory is ωB97M-V/def2-TZVPD.

**Net charge**: +1
**E_HOMO (spin up / spin down)**: -10.90 / -13.55 eV
**Spin multiplicity**: 9

Each line ends with the Mulliken charge.
Element x y z (Å)
C (-1.6743, -0.8562, -1.4450)  0.61
O (-2.0335, -1.3503, -2.4697)  -0.46
O (1.6724, 2.4338, 0.7729)  -0.77
O (-2.4167, -0.8817, -0.3119)  -0.30
Eu (4.1369, 2.3954, 0.2114)  1.66
O (2.2921, 0.4918, -0.0206)  -0.76
C (-1.5793, -0.8347, 0.7646)  -0.56
C (1.4042, 1.2438, 0.4641)  0.99
O (0.1419, 0.8236, 0.6493)  -0.27
H (0.5866, -1.1826, 0.5511)  0.35
C (-0.2177, -0.4911, 0.2723)  0.46
O (-0.4082, -0.5352, -1.1480)  -0.34
H (-1.9044, -1.2565, 1.7096)  0.40

=====

This record from OMol25 describes a molecular structure, C4H2F11IO4PS in a non-equilibrium geometry. The level of theory is ωB97M-V/def2-TZVPD.

**Net charge**: -1
**E_HOMO**: -7.14 eV

Each line ends with the Mulliken charge.
Element x y z (Å)
O (-0.7338, -0.8084, 3.5000)  -0.29
P (0.4679, 2.9444, -2.2482)  0.97
O (0.0154, 1.2480, 2.0219)  -0.41
H (-0.9718, -2.6287, 0.9143)  0.45
F (1.6862, -0.9630, -0.0434)  -0.28
F (-0.9711, 3.6689, -2.3894)  -0.35
F (1.3117, 2.3294, -3.4835)  -0.36
F (0.8778, -1.8579, -2.3851)  -0.22
F (-1.2443, -2.2338, -1.6645)  -0.22
F (0.8389, 4.3976, -2.8531)  -0.33
F (-0.3007, 1.5651, -2.5949)  -0.33
H (-0.1016, -2.7540, 3.0300)  0.44
C (-0.4937, -1.6105, 1.1465)  -0.05
O (-2.3699, 1.1942, 2.7257)  -0.59
C (0.0649, -1.6944, 2.6263)  -0.66
F (1.8793, 3.0342, -1.4635)  -0.35
F (-0.2793, 0.0028, -0.6754)  -0.24
F (0.0707, 2.6694, -0.7057)  -0.25
S (-1.1447, 0.4029, 2.4260)  1.10
F (0.5117, -3.5553, -0.8630)  -0.24
C (0.3160, -1.1585, -0.1379)  0.97
O (-1.6198, -0.6575, 1.1988)  -0.38
I (2.0918, -1.2567, 3.2089)  0.14
C (0.0983, -2.2780, -1.2910)  0.46

=====

This record from OMol25 describes 2 unconnected molecules or ions with the total composition C4H2F2O in a non-equilibrium geometry. The level of theory is ωB97M-V/def2-TZVPD.

**E_HOMO**: -9.44 eV

Each line ends with the Mulliken charge.
Element x y z (Å)
C (-0.5118, -0.9839, -1.4376)  -0.74
C (-0.0224, -1.3642, -0.1118)  0.08
F (2.2540, 1.2484, 0.0674)  -0.38
C (-0.7151, -0.0371, -0.4382)  -0.16
F (-0.8754, -2.2480, 0.5893)  -0.26
C (-1.2292, 1.0611, -0.0341)  1.05
H (0.9077, -1.3869, 0.3175)  0.35
H (1.7309, 1.6126, 0.7205)  0.38
O (-1.5387, 2.0980, 0.3270)  -0.32

=====

This record from OMol25 describes 2 unconnected molecules or ions with the total composition C4H2F2O in a non-equilibrium geometry. The level of theory is ωB97M-V/def2-TZVPD.

**E_HOMO (spin up / spin down)**: -8.33 / -10.57 eV
**Spin multiplicity**: 3

Each line ends with the Mulliken charge.
Element x y z (Å)
F (0.9344, -2.0516, -0.0769)  -0.25
C (-0.3999, -0.1423, 0.6468)  -0.42
H (-1.5282, 1.8331, -0.1848)  0.29
C (0.3262, -0.8707, -0.3444)  0.99
C (0.9573, 0.4909, 0.1619)  -0.25
F (0.1141, -0.7796, -1.6275)  -0.20
O (-1.8153, 0.9028, -0.2729)  -0.58
C (2.0554, 1.1078, 0.0801)  0.09
H (-0.6439, -0.4903, 1.6176)  0.33

=====

This record from OMol25 describes 2 unconnected molecules or ions with the total composition C4H2F3N3OS in a non-equilibrium geometry. The level of theory is ωB97M-V/def2-TZVPD.

**E_HOMO (spin up / spin down)**: -8.33 / -8.33 eV

Each line ends with the Mulliken charge.
Element x y z (Å)
C (-1.4999, -0.1084, -0.2104)  1.18
C (0.9494, -1.3845, -1.5217)  0.64
F (-2.5755, 0.3166, -0.9721)  -0.28
F (-1.4194, -1.3740, -0.4334)  -0.24
F (-1.7777, 0.0236, 1.0942)  -0.25
N (1.2489, 0.2356, 1.4702)  0.43
C (0.6466, 1.3274, 1.1550)  -0.25
H (0.1931, 2.0155, 1.7829)  0.34
C (-0.3384, 0.7388, -0.5944)  -0.40
N (1.6251, -0.7474, 0.7049)  -1.29
O (0.8160, -1.8951, -2.5362)  -0.37
H (1.3936, -0.0125, 2.4646)  0.32
S (-0.2311, 1.6340, -1.9396)  -0.18
N (0.9694, -0.7696, -0.4640)  0.35

=====

This record from OMol25 describes 2 unconnected molecules or ions with the total composition C4H2F3NO2S in a non-equilibrium geometry. The level of theory is ωB97M-V/def2-TZVPD.

**E_HOMO (spin up / spin down)**: -8.98 / -10.67 eV
**Spin multiplicity**: 3

Each line ends with the Mulliken charge.
Element x y z (Å)
C (0.5395, 0.0988, 0.7226)  -0.08
C (-3.6140, 0.1506, 0.2651)  0.54
F (-4.4616, -0.7567, 0.7613)  -0.19
H (0.6479, -0.8560, 0.8992)  0.57
S (-4.3756, 1.7037, -0.1695)  0.02
O (0.3479, 2.5265, -1.5432)  -0.41
C (0.1422, 1.1598, 1.5287)  -0.18
H (-0.0750, 1.1604, 2.6228)  0.37
F (-2.6015, 0.2730, 1.0569)  -0.14
O (0.6070, 0.4352, -0.5246)  -0.33
F (-3.1658, -0.5598, -0.8704)  -0.22
C (0.2604, 1.9561, -0.5301)  0.53
N (-0.0447, 2.2132, 0.7579)  -0.47

=====

This record from OMol25 describes a molecular structure, C4H2F4 in a non-equilibrium geometry. The level of theory is ωB97M-V/def2-TZVPD.

**E_HOMO**: -10.72 eV

Each line ends with the Mulliken charge.
Element x y z (Å)
H (2.0494, 0.5655, 1.4147)  0.41
H (-1.3348, -0.9410, -1.3256)  0.37
F (-2.5873, 0.6403, 1.3702)  -0.23
F (-2.2823, 1.3692, -0.6352)  -0.23
C (-2.5771, 0.3085, 0.0643)  0.80
C (0.1784, -0.0540, 0.3053)  -0.57
C (1.1436, 0.4623, 0.8819)  -0.01
F (-1.6811, -1.9685, 0.2453)  -0.25
F (-3.7793, -0.1295, -0.2481)  -0.23
C (-1.4950, -0.7134, -0.3359)  -0.05

=====

This record from OMol25 describes a single C4H2F7N molecule in a non-equilibrium geometry. The level of theory is ωB97M-V/def2-TZVPD.

**E_HOMO**: -11.36 eV
**Structure (SMILES)**: [H]/N=C(/[C@H](F)C(F)(F)F)C(F)(F)F

Each line ends with the Mulliken charge.
Element x y z (Å)
F (0.9176, -1.4515, -1.2180)  -0.23
N (1.2243, 1.4585, 0.9735)  -0.56
F (-2.1110, -0.0600, 1.2119)  -0.25
F (-1.0645, 2.0248, -0.2403)  -0.31
F (-1.3809, -1.4606, -0.2459)  -0.27
H (2.0930, 1.1836, 1.3799)  0.27
C (-1.6844, -0.1338, 0.0050)  0.77
C (0.6829, 0.5814, 0.2556)  0.05
F (2.6589, -0.7491, -0.2026)  -0.28
F (1.0823, -1.8443, 0.8754)  -0.24
C (-0.6148, 0.7473, -0.4580)  0.08
F (-2.7889, 0.0809, -0.7420)  -0.27
C (1.3147, -0.9334, -0.0952)  0.89
H (-0.3293, 0.5565, -1.4993)  0.34

=====

This record from OMol25 describes a single C4H2FN molecule in a non-equilibrium geometry. The level of theory is ωB97M-V/def2-TZVPD.

**E_HOMO**: -10.77 eV
**Structure (SMILES)**: N#CC#CCF

Each line ends with the Mulliken charge.
Element x y z (Å)
N (-0.9996, -2.3681, -1.7640)  -0.39
F (1.6496, 1.3476, 0.9517)  -0.23
H (0.4064, 1.0141, 2.4178)  0.23
C (-0.3772, 0.4307, 0.4251)  0.00
C (-0.7564, -1.3740, -1.2257)  0.23
H (-0.1375, 2.3607, 1.3436)  0.26
C (0.3668, 1.3988, 1.3370)  -0.28
C (-0.5862, -0.2765, -0.5328)  0.18

=====

This record from OMol25 describes 2 unconnected molecules or ions with the total composition C4H2I2O2 in a non-equilibrium geometry. The level of theory is ωB97M-V/def2-TZVPD.

**E_HOMO**: -9.32 eV
**Structure (SMILES)**: IC#CCI.O=C=O

Each line ends with the Mulliken charge.
Element x y z (Å)
C (1.0956, 0.5464, 2.3252)  0.65
O (1.0437, -0.3779, 2.9652)  -0.33
H (-1.9526, 0.2496, -1.8162)  0.40
C (-1.4541, -0.0812, -0.9295)  -1.30
O (1.1921, 1.4881, 1.7105)  -0.32
C (1.1834, -0.0346, -1.1631)  0.06
H (-1.9961, 0.4961, -0.2674)  0.42
I (3.1499, -0.0994, -1.2948)  0.30
I (-2.2359, -2.1498, -0.5541)  0.04
C (-0.0260, -0.0372, -0.9757)  0.08

=====

This record from OMol25 describes 2 unconnected molecules or ions with the total composition C4H2INO2 in a non-equilibrium geometry. The level of theory is ωB97M-V/def2-TZVPD.

**E_HOMO (spin up / spin down)**: -9.20 / -9.20 eV

Each line ends with the Mulliken charge.
Element x y z (Å)
C (-1.8907, 0.0230, -0.1360)  0.09
N (0.2458, -2.9521, 0.2997)  -0.46
H (-2.4939, -0.6025, -0.8726)  0.32
O (0.9177, 1.9206, -0.1094)  -0.43
H (0.0418, 2.2032, -0.1637)  0.27
O (-2.1486, 0.7396, 0.6985)  -0.22
C (0.5074, -1.8250, 0.1751)  0.21
C (1.1394, 0.5635, 0.0171)  0.31
C (0.3663, -0.4821, -0.0237)  -0.12
I (3.3148, 0.4119, 0.1151)  0.03